Entry from the Open Molecules 2025 dataset: a molecular structure, C37H63N11O2SiW (ωB97M-V/def2-TZVPD).

Geometry as XYZ:
```
115
Properties=species:S:1:pos:R:3:forces:R:3
W 0.62834 0.18349 -0.38676 -0.93 0.86 -0.45
C -3.48039 0.03677 -0.26320 0.37 -0.01 -0.05
N -3.79960 -1.10145 0.55601 -0.03 -0.04 -0.11
C -5.21035 -1.31581 0.79216 -0.26 -0.13 -0.02
C -2.84513 -1.84526 1.15681 0.49 0.10 0.00
N -1.60367 -1.43473 1.23677 0.20 -0.12 -0.05
C -0.78209 -2.19627 2.16486 0.13 0.08 -0.10
C 0.72180 -2.05326 1.95679 -0.58 -0.68 -0.16
N 1.21429 -0.67067 1.75831 -0.43 0.14 -0.31
C 2.69017 -0.71771 1.85125 0.69 0.10 -0.41
C 3.26766 -1.32086 0.56974 -0.17 -0.10 0.78
N 2.40068 -0.83439 -0.48007 -0.04 0.37 -0.58
C 2.64315 -0.82038 -1.80183 0.80 -0.60 -0.30
N 1.53721 -0.37049 -2.39923 -0.67 0.35 1.62
C -0.84404 1.02143 -1.86710 0.37 -0.23 -0.01
C 1.60517 0.09563 -3.77379 -0.44 0.24 -0.17
N 3.77910 -1.22894 -2.41717 -0.73 0.37 0.32
C 3.76875 -1.90725 -3.69835 -0.13 -0.21 -0.38
C 5.10372 -0.94106 -1.90588 0.25 0.04 0.50
C 0.70294 0.22099 2.81138 -0.44 0.78 0.25
C -0.58426 0.94037 2.41232 0.31 -0.20 0.64
N -0.58237 1.47558 1.03493 0.73 -1.01 -0.26
C -1.19875 2.66125 0.97461 -0.33 0.56 -0.67
N -1.17249 3.47266 -0.11876 0.06 0.02 0.50
C -0.01707 3.83651 -0.91315 0.32 -0.37 -0.07
C -2.31804 4.31570 -0.41344 -0.30 0.16 -0.07
N -1.96383 3.13395 2.00785 0.09 -0.30 -0.38
C -3.05759 2.41035 2.62298 -0.08 -0.16 0.06
C -1.83646 4.50429 2.46890 0.07 0.17 -0.03
N -3.23380 -3.09180 1.65440 -0.36 0.08 -0.02
C -3.97129 -3.98421 0.77840 0.07 -0.18 -0.03
C -3.48054 -3.29582 3.06952 0.13 0.01 0.03
H -4.07313 0.89887 0.04912 0.03 0.08 0.02
H -3.71366 -0.16714 -1.31067 0.05 0.04 -0.07
H -2.41787 0.24755 -0.14639 -0.35 0.06 -0.09
H -5.68880 -0.34429 0.92141 -0.01 -0.01 -0.01
H -5.36738 -1.88366 1.70368 -0.03 -0.06 -0.03
H -5.69317 -1.82369 -0.04431 -0.07 -0.02 0.01
H -1.02280 -3.26559 2.10886 0.20 0.08 0.07
H -1.02224 -1.87227 3.18629 0.07 -0.12 -0.01
H 1.01963 -2.65297 1.09507 0.09 0.16 0.20
H 1.20018 -2.47837 2.85124 0.05 0.15 -0.14
H 3.01273 -1.28004 2.73674 -0.19 0.11 -0.10
H 3.05286 0.30852 1.93953 -0.11 -0.19 0.06
H 3.27042 -2.41981 0.60725 -0.06 0.20 -0.15
H 4.30559 -0.99057 0.47079 -0.21 0.00 -0.10
H -1.64436 1.67584 -1.51373 0.29 -0.25 0.48
H -1.36529 0.26829 -2.46944 0.29 -0.20 0.16
H -0.30602 1.62861 -2.60665 0.24 -0.19 0.19
H 2.60686 0.46423 -3.99459 -0.01 -0.02 0.15
H 0.91258 0.92224 -3.92217 0.02 -0.08 0.03
H 1.33239 -0.68860 -4.48159 -0.01 0.00 0.09
H 2.78099 -2.30068 -3.91895 -0.03 -0.05 -0.01
H 4.46562 -2.74396 -3.63221 -0.06 -0.06 -0.01
H 4.09388 -1.26726 -4.52001 0.00 0.09 0.04
H 5.09474 -0.00759 -1.34681 0.03 -0.02 0.00
H 5.77316 -0.80467 -2.75483 -0.04 -0.01 0.03
H 5.48923 -1.75442 -1.28146 0.05 0.07 -0.11
H 1.44745 0.98860 3.02489 -0.06 -0.25 -0.13
H 0.52498 -0.32900 3.74432 0.07 -0.04 -0.20
H -0.67827 1.77620 3.11229 0.07 -0.25 -0.11
H -1.43815 0.27094 2.53087 0.18 0.19 -0.04
H 0.69701 3.01632 -0.95156 -0.11 0.35 -0.04
H 0.45676 4.73114 -0.49510 0.05 -0.06 -0.02
H -0.34138 4.06800 -1.92852 0.01 -0.05 0.05
H -3.19757 3.96629 0.11970 0.00 0.05 -0.01
H -2.51600 4.25162 -1.48620 0.00 0.00 0.05
H -2.13821 5.36571 -0.17132 0.01 -0.01 0.04
H -3.16380 1.42322 2.18405 -0.04 -0.03 -0.01
H -3.98266 2.97083 2.45685 -0.01 -0.06 -0.01
H -2.91635 2.31636 3.70228 0.03 -0.05 -0.01
H -0.93728 4.95538 2.05827 0.00 0.04 -0.01
H -1.73821 4.48624 3.55712 0.02 0.03 -0.05
H -2.71171 5.10819 2.21735 0.01 0.01 -0.03
H -3.85934 -3.66817 -0.25749 0.00 -0.05 -0.02
H -5.03674 -4.04961 1.02250 0.01 0.07 -0.01
H -3.54899 -4.98725 0.88099 -0.07 -0.02 -0.08
H -3.15279 -2.42753 3.63565 0.01 -0.02 0.11
H -2.94772 -4.17968 3.42807 -0.01 0.02 0.08
H -4.54884 -3.44611 3.25758 0.00 0.05 0.03
O 3.16803 1.60432 -1.75173 0.46 0.43 -0.06
C 3.12243 2.16144 -0.66888 0.40 -0.06 -0.54
C 4.07944 3.22592 -0.18856 0.04 0.08 -0.05
C 3.44265 3.70499 1.10169 0.12 0.04 0.02
C 2.22052 2.82458 1.26082 -0.40 0.29 0.50
O 1.40591 2.93590 2.15169 0.16 0.39 0.17
N 2.13905 1.89950 0.24168 -0.17 -0.91 -0.42
H 4.17433 4.00242 -0.94720 0.00 -0.07 -0.03
H 5.07016 2.79059 -0.05052 -0.02 -0.03 -0.04
H 3.13750 4.75035 1.06726 -0.07 -0.02 0.07
H 4.07848 3.58572 1.97802 -0.03 0.02 0.05
C 1.77794 -6.17672 0.00005 -0.01 -0.01 0.04
C 0.42726 -5.95563 0.20163 0.02 -0.14 0.05
C -0.15262 -4.76101 -0.18900 -0.01 0.20 -0.11
C 0.60357 -3.75989 -0.79493 -0.22 0.82 -0.25
C 1.96108 -4.00908 -1.00464 -0.09 0.07 0.05
C 2.54383 -5.20026 -0.61160 0.15 0.05 -0.01
Si -0.27727 -2.19990 -1.51655 0.00 -1.67 -0.58
C -0.23792 -2.59659 -3.40508 0.17 0.46 0.44
C 0.49558 -3.67597 -3.91078 -0.09 0.09 0.34
C 0.41048 -4.04825 -5.24089 0.06 -0.03 -0.18
C -0.38441 -3.33362 -6.12022 -0.01 -0.02 0.10
C -1.10630 -2.25067 -5.64604 -0.02 0.07 -0.13
C -1.02956 -1.88907 -4.31477 0.00 -0.02 0.27
H 2.23026 -7.10479 0.31013 0.04 -0.13 0.02
H -0.17103 -6.72973 0.65290 -0.15 -0.09 0.09
H -1.20813 -4.60941 -0.04198 -0.31 0.02 0.08
H 2.56989 -3.26964 -1.50118 0.14 0.01 -0.10
H 3.59337 -5.37426 -0.79353 0.13 -0.02 -0.02
H -1.74229 -2.41929 -1.25406 0.33 0.48 0.14
H 1.12012 -4.26099 -3.25268 -0.01 -0.09 0.00
H 0.96277 -4.90952 -5.58488 0.08 -0.07 -0.06
H -0.45127 -3.62041 -7.15714 -0.01 -0.05 -0.12
H -1.73443 -1.68563 -6.31497 -0.10 0.08 -0.12
H -1.60202 -1.03440 -3.98285 -0.16 0.05 0.00
```
Positions in Å, forces in eV/Å.

Summary:
Total charge   +2
E_tot   -2556.475937 a.u.
HOMO level (spin up / spin down)   -13.1 / -13.2 eV
F_max   1.781 eV/Å
Multiplicity   1
Orbital gap (spin up / spin down)   5.96 / 5.67 eV



Entry from the Open Molecules 2025 dataset: a single C4H10N2 molecule (ωB97M-V/def2-TZVPD).

Geometry as XYZ:
```
16
Properties=species:S:1:pos:R:3:forces:R:3
C 0.06859 2.77818 1.20134 0.27 -1.57 1.40
C 0.53907 1.58539 0.35658 2.19 0.79 -1.07
N -0.41331 0.57647 0.10484 -2.34 -1.38 0.39
C -0.15727 -0.51330 -0.51047 3.79 3.57 1.52
N -0.89868 -1.57560 -0.63121 -1.84 -4.53 -0.53
C -0.22306 -2.90242 -0.94602 -1.35 -0.33 -0.45
H 0.90109 3.49352 1.34340 -0.62 -0.20 -0.26
H -0.87673 3.22345 0.89813 0.24 0.11 -0.37
H -0.12260 2.29487 2.17894 -0.08 0.67 -0.04
H 1.50501 1.15814 0.84301 -1.37 0.64 -0.73
H 0.81502 2.02256 -0.61889 0.44 -0.15 0.08
H 0.91417 -0.61830 -0.84940 -0.82 -0.44 -0.17
H -1.84021 -1.63935 -0.22456 0.93 0.43 -0.19
H -0.90742 -3.82016 -0.90101 0.30 1.77 -0.05
H 0.12592 -2.86004 -1.99280 0.17 -0.07 0.60
H 0.57042 -3.20342 -0.25189 0.09 0.68 -0.13
```
Positions in Å, forces in eV/Å.

Summary:
Total charge   0
E_tot   -267.869926 a.u.
HOMO level   -8.3 eV
F_max   5.421 eV/Å
Multiplicity   1
SMILES   CC/N=C/NC
Orbital gap   9.33 eV



Entry from the Open Molecules 2025 dataset: 2 unconnected molecules or ions with the total composition C4H6O2 (ωB97M-V/def2-TZVPD).

Geometry as XYZ:
```
12
Properties=species:S:1:pos:R:3:forces:R:3
C 1.32011 -0.23848 0.16856 -0.18 -0.01 -0.13
C -0.10239 -0.01130 0.65745 0.30 0.05 0.40
C -0.76796 1.26880 0.44093 0.15 0.35 0.33
O -1.30300 0.10437 -0.14945 0.70 -0.18 -0.18
C -0.60309 -1.49901 -1.88544 -1.16 -0.72 -0.51
O -1.66322 -1.89351 -1.98128 1.12 0.28 -0.01
H 1.99488 0.11339 0.97109 -0.35 -0.09 -0.29
H 1.56269 -1.28834 -0.02169 -0.17 0.16 0.01
H 1.53777 0.33723 -0.73222 -0.04 -0.07 0.01
H -0.31452 -0.56718 1.56365 -0.11 0.19 0.19
H -0.30984 1.96125 -0.26785 -0.09 -0.04 0.19
H -1.35143 1.71279 1.23626 -0.16 0.10 -0.02
```
Positions in Å, forces in eV/Å.

Summary:
Total charge   0
E_tot   -306.427887 a.u.
HOMO level   -10.4 eV
F_max   1.459 eV/Å
Multiplicity   1
Orbital gap   11.54 eV



The highest F_max belongs to which entry? C4H10N2



What is the formula in the second record? C4H10N2



The highest E_tot belongs to which entry? C4H10N2